No. 1
DFT (ωB97M-V with the def2-TZVPD basis set) results for the molecule C20H25N3O3S.

For the energy above the lowest of the compared OMol25 structures with the same formula, charge and spin, the calculation gives 81.3 kcal per mole. The value obtained for the largest force on an atom is 0.606 eV Å⁻¹. The frontier orbital gap comes out at 7.70 eV. As for the spin multiplicity: 1. The SMILES is COc1ccc(N2CCN(C(=S)Nc3ccc(OC)cc3OC)CC2)cc1.

Bonds (Å) are listed after each position.
Cartesian coordinates (Å):
1 C -2.776 -4.322 0.251  H2 1.089, O3 1.403, H51 1.096, H52 1.096
2 H -3.249 -5.207 0.675  C1 1.089
3 O -3.706 -3.282 0.400  C1 1.403, C4 1.370
4 C -3.342 -2.029 -0.017  O3 1.370, C5 1.394, C9 1.386
5 C -4.270 -1.012 0.202  C4 1.394, C6 1.375, H50 1.078
6 C -3.998 0.284 -0.168  C5 1.375, C7 1.400, H49 1.079
7 C -2.778 0.630 -0.759  C6 1.400, C8 1.392, N12 1.399
8 C -1.876 -0.400 -1.009  C7 1.392, C9 1.386, H11 1.078
9 C -2.149 -1.709 -0.644  C4 1.386, C8 1.386, H10 1.079
10 H -1.402 -2.460 -0.848  C9 1.079
11 H -0.929 -0.211 -1.488  C8 1.078
12 N -2.545 1.960 -1.127  C7 1.399, C13 1.441, C41 1.452
13 C -1.343 2.295 -1.848  N12 1.441, H14 1.090, C15 1.554, H48 1.095
14 H -1.189 1.584 -2.660  C13 1.090
15 C -0.106 2.333 -0.907  C13 1.554, N16 1.451, H46 1.096, H47 1.087
16 N -0.567 2.541 0.453  C15 1.451, C17 1.359, C40 1.448
17 C -0.634 1.532 1.361  N16 1.359, N18 1.361, S39 1.658
18 N 0.263 0.510 1.311  C17 1.361, C19 1.394, H38 1.012
19 C 1.590 0.482 0.882  N18 1.394, C20 1.390, C24 1.406
20 C 2.381 1.618 0.762  C19 1.390, C21 1.379, H37 1.078
21 C 3.697 1.522 0.359  C20 1.379, C22 1.392, H36 1.077
22 C 4.258 0.278 0.083  C21 1.392, C23 1.393, O31 1.363
23 C 3.486 -0.872 0.226  C22 1.393, C24 1.386, H30 1.077
24 C 2.161 -0.777 0.624  C19 1.406, C23 1.386, O25 1.368
25 O 1.323 -1.844 0.797  C24 1.368, C26 1.405
26 C 1.836 -3.141 0.626  O25 1.405, H27 1.089, H28 1.095, H29 1.095
27 H 1.013 -3.816 0.856  C26 1.089
28 H 2.666 -3.341 1.311  C26 1.095
29 H 2.164 -3.313 -0.405  C26 1.095
30 H 3.914 -1.840 0.026  C23 1.077
31 O 5.563 0.286 -0.312  C22 1.363, C32 1.406
32 C 6.197 -0.939 -0.585  O31 1.406, H33 1.089, H34 1.095, H35 1.095
33 H 7.217 -0.685 -0.868  C32 1.089
34 H 5.715 -1.468 -1.414  C32 1.095
35 H 6.220 -1.587 0.297  C32 1.095
36 H 4.314 2.400 0.264  C21 1.077
37 H 1.959 2.580 1.002  C20 1.078
38 H -0.022 -0.304 1.841  N18 1.012
39 S -1.774 1.484 2.563  C17 1.658
40 C -1.600 3.555 0.494  N16 1.448, C41 1.549, H44 1.093, H45 1.090
41 C -2.883 3.012 -0.185  N12 1.452, C40 1.549, H42 1.088, H43 1.096
42 H -3.544 2.612 0.581  C41 1.088
43 H -3.397 3.823 -0.713  C41 1.096
44 H -1.214 4.434 -0.029  C40 1.093
45 H -1.803 3.815 1.532  C40 1.090
46 H 0.562 3.155 -1.187  C15 1.096
47 H 0.453 1.403 -0.969  C15 1.087
48 H -1.504 3.282 -2.292  C13 1.095
49 H -4.750 1.039 -0.001  C6 1.079
50 H -5.209 -1.265 0.670  C5 1.078
51 H -2.543 -4.510 -0.804  C1 1.096
52 H -1.848 -4.113 0.794  C1 1.096

No. 2
DFT (ωB97M-V with the def2-TZVPD basis set) results for a 9-piece molecular cluster, C34H25Cl16F5 overall at a distorted geometry.

The value obtained for the largest force on an atom is 1.683 eV Å⁻¹. The frontier orbital gap comes out at 9.07 eV. As for the spin multiplicity: 1. The SMILES is ClC(Cl)(Cl)Cl.ClC(Cl)(Cl)Cl.ClC(Cl)(Cl)Cl.ClC(Cl)(Cl)Cl.Fc1ccccc1.Fc1ccccc1.Fc1ccccc1.Fc1ccccc1.Fc1ccccc1.

Bonds (Å) are listed after each position.
Cartesian coordinates (Å):
1 C 4.056 3.169 4.494  Cl2 1.782, Cl3 1.754, Cl4 1.771, Cl5 1.773
2 Cl 4.430 2.769 6.190  C1 1.782
3 Cl 2.958 4.535 4.450  C1 1.754
4 Cl 5.530 3.564 3.596  C1 1.771
5 Cl 3.295 1.751 3.749  C1 1.773
6 C -0.046 3.617 1.237  Cl7 1.762, Cl8 1.748, Cl9 1.807, Cl10 1.769
7 Cl 1.659 3.727 0.807  C6 1.762
8 Cl -0.769 5.195 1.437  C6 1.748
9 Cl -0.913 2.697 -0.055  C6 1.807
10 Cl -0.235 2.692 2.733  C6 1.769
11 C 3.308 -5.547 -0.825  Cl12 1.771, Cl13 1.756, Cl14 1.767, Cl15 1.772
12 Cl 3.194 -7.266 -0.412  C11 1.771
13 Cl 4.686 -5.283 -1.881  C11 1.756
14 Cl 1.859 -5.012 -1.682  C11 1.767
15 Cl 3.558 -4.613 0.661  C11 1.772
16 C 4.204 -2.631 -5.212  Cl17 1.787, Cl18 1.780, Cl19 1.753, Cl20 1.761
17 Cl 4.761 -4.287 -5.589  C16 1.787
18 Cl 3.617 -1.890 -6.720  C16 1.780
19 Cl 2.879 -2.730 -4.069  C16 1.753
20 Cl 5.497 -1.614 -4.585  C16 1.761
21 F -1.090 -0.517 -1.016  C22 1.366
22 C 0.109 -0.761 -0.409  F21 1.366, C23 1.374, C27 1.374
23 C 1.068 -1.425 -1.135  C22 1.374, C24 1.400, H28 1.083
24 C 2.307 -1.708 -0.547  C23 1.400, C25 1.400, H29 1.079
25 C 2.546 -1.194 0.733  C24 1.400, C26 1.386, H30 1.084
26 C 1.551 -0.555 1.456  C25 1.386, C27 1.396, H31 1.081
27 C 0.302 -0.321 0.878  C22 1.374, C26 1.396, H32 1.081
28 H 0.955 -1.627 -2.194  C23 1.083
29 H 3.053 -2.254 -1.104  C24 1.079
30 H 3.529 -1.416 1.134  C25 1.084
31 H 1.732 -0.285 2.487  C26 1.081
32 H -0.527 -0.003 1.494  C27 1.081
33 F -3.966 -0.882 -3.737  C34 1.346
34 C -4.055 0.262 -3.033  F33 1.346, C35 1.397, C39 1.363
35 C -5.294 0.612 -2.492  C34 1.397, C36 1.382, H40 1.081
36 C -5.390 1.837 -1.860  C35 1.382, C37 1.397, H41 1.083
37 C -4.303 2.714 -1.849  C36 1.397, C38 1.382, H42 1.084
38 C -3.096 2.368 -2.426  C37 1.382, C39 1.399, H43 1.080
39 C -2.985 1.106 -3.020  C34 1.363, C38 1.399, H44 1.084
40 H -6.104 -0.102 -2.437  C35 1.081
41 H -6.243 2.090 -1.244  C36 1.083
42 H -4.366 3.659 -1.322  C37 1.084
43 H -2.327 3.123 -2.506  C38 1.080
44 H -2.063 0.729 -3.448  C39 1.084
45 F 4.392 4.800 -4.322  C46 1.341
46 C 3.675 3.779 -3.829  F45 1.341, C47 1.377, C51 1.387
47 C 2.445 3.990 -3.248  C46 1.377, C48 1.393, H52 1.086
48 C 1.707 2.916 -2.756  C47 1.393, C49 1.386, H53 1.080
49 C 2.237 1.638 -2.851  C48 1.386, C50 1.392, H54 1.083
50 C 3.452 1.411 -3.490  C49 1.392, C51 1.388, H55 1.081
51 C 4.199 2.498 -3.921  C46 1.387, C50 1.388, H56 1.084
52 H 2.080 5.010 -3.310  C47 1.086
53 H 0.757 3.152 -2.300  C48 1.080
54 H 1.726 0.809 -2.377  C49 1.083
55 H 3.935 0.444 -3.507  C50 1.081
56 H 5.182 2.354 -4.354  C51 1.084
57 F -2.918 -0.582 2.544  C58 1.337
58 C -3.379 0.648 2.793  F57 1.337, C59 1.387, C63 1.379
59 C -3.629 1.515 1.740  C58 1.387, C60 1.380, H64 1.085
60 C -4.092 2.792 1.985  C59 1.380, C61 1.393, H65 1.082
61 C -4.223 3.254 3.293  C60 1.393, C62 1.385, H66 1.081
62 C -3.940 2.391 4.339  C61 1.385, C63 1.390, H67 1.082
63 C -3.514 1.090 4.092  C58 1.379, C62 1.390, H68 1.084
64 H -3.436 1.176 0.728  C59 1.085
65 H -4.390 3.417 1.154  C60 1.082
66 H -4.623 4.231 3.527  C61 1.081
67 H -4.047 2.747 5.354  C62 1.082
68 H -3.240 0.404 4.886  C63 1.084
69 F -2.639 -5.163 4.852  C70 1.339
70 C -1.903 -4.882 3.769  F69 1.339, C71 1.386, C75 1.380
71 C -2.035 -3.623 3.204  C70 1.386, C72 1.388, H76 1.083
72 C -1.250 -3.242 2.125  C71 1.388, C73 1.388, H77 1.077
73 C -0.294 -4.141 1.673  C72 1.388, C74 1.396, H78 1.085
74 C -0.151 -5.408 2.242  C73 1.396, C75 1.392, H79 1.081
75 C -0.921 -5.756 3.347  C70 1.380, C74 1.392, H80 1.083
76 H -2.785 -2.958 3.615  C71 1.083
77 H -1.367 -2.266 1.686  C72 1.077
78 H 0.386 -3.908 0.861  C73 1.085
79 H 0.582 -6.117 1.884  C74 1.081
80 H -0.849 -6.718 3.840  C75 1.083

No. 3
DFT (ωB97M-V with the def2-TZVPD basis set) results for a 9-piece molecular cluster, C36H45F12N5O8 overall at a distorted geometry.

For the energy above the lowest of the compared OMol25 structures with the same formula, charge and spin, the calculation gives 2.6 kcal per mole. The value obtained for the largest force on an atom is 3.296 eV Å⁻¹. The frontier orbital gap comes out at 8.77 eV. As for the spin multiplicity: 1. The SMILES is CCOC(=O)C(F)(F)F.CCOC(=O)C(F)(F)F.CCOC(=O)C(F)(F)F.CCOC(=O)C(F)(F)F.c1cc[nH]c1.c1cc[nH]c1.c1cc[nH]c1.c1cc[nH]c1.c1cc[nH]c1.

Bonds (Å) are listed after each position.
Cartesian coordinates (Å):
1 N -3.380 1.353 -6.218  C2 1.394, C5 1.375, H6 1.002
2 C -4.383 2.201 -5.752  N1 1.394, C3 1.377, H7 1.044
3 C -4.793 1.696 -4.538  C2 1.377, C4 1.461, H8 1.082
4 C -3.915 0.570 -4.226  C3 1.461, C5 1.369, H9 1.088
5 C -3.178 0.305 -5.350  N1 1.375, C4 1.369, H10 1.058
6 H -2.923 1.475 -7.102  N1 1.002
7 H -4.623 2.978 -6.406  C2 1.044
8 H -5.686 2.008 -4.014  C3 1.082
9 H -3.875 -0.023 -3.315  C4 1.088
10 H -2.393 -0.374 -5.549  C5 1.058
11 N -1.131 -5.652 -2.492  C12 1.366, C15 1.371, H16 0.971
12 C -0.441 -6.542 -1.718  N11 1.366, C13 1.385, H17 1.108
13 C -1.325 -7.518 -1.289  C12 1.385, C14 1.407, H18 1.106
14 C -2.544 -7.245 -1.936  C13 1.407, C15 1.361, H19 1.062
15 C -2.427 -6.079 -2.628  N11 1.371, C14 1.361, H20 1.060
16 H -0.811 -4.794 -2.815  N11 0.971
17 H 0.609 -6.352 -1.419  C12 1.108
18 H -1.066 -8.446 -0.747  C13 1.106
19 H -3.424 -7.828 -1.819  C14 1.062
20 H -3.072 -5.650 -3.351  C15 1.060
21 N -0.436 -5.141 1.341  C22 1.366, C25 1.397, H26 1.033
22 C -1.176 -4.754 2.422  N21 1.366, C23 1.378, H27 1.064
23 C -0.338 -4.333 3.431  C22 1.378, C24 1.411, H28 1.084
24 C 0.967 -4.371 2.897  C23 1.411, C25 1.390, H29 1.050
25 C 0.917 -5.001 1.658  N21 1.397, C24 1.390, H30 1.099
26 H -0.836 -5.555 0.483  N21 1.033
27 H -2.234 -4.868 2.420  C22 1.064
28 H -0.648 -3.969 4.404  C23 1.084
29 H 1.715 -4.000 3.534  C24 1.050
30 H 1.760 -5.279 1.009  C25 1.099
31 N 0.360 3.792 -3.631  C32 1.380, C35 1.365, H36 1.018
32 C 0.791 4.990 -3.098  N31 1.380, C33 1.330, H37 1.056
33 C -0.139 5.918 -3.298  C32 1.330, C34 1.432, H38 1.075
34 C -1.177 5.340 -4.097  C33 1.432, C35 1.363, H39 1.046
35 C -0.838 4.028 -4.240  N31 1.365, C34 1.363, H40 1.069
36 H 0.842 2.896 -3.628  N31 1.018
37 H 1.768 5.080 -2.705  C32 1.056
38 H -0.180 6.935 -2.950  C33 1.075
39 H -1.960 5.944 -4.438  C34 1.046
40 H -1.351 3.234 -4.739  C35 1.069
41 N -0.721 -2.127 0.293  C42 1.361, C45 1.356, H46 1.028
42 C -0.119 -1.134 -0.418  N41 1.361, C43 1.417, H47 1.074
43 C -0.757 -1.171 -1.683  C42 1.417, C44 1.391, H48 1.059
44 C -1.753 -2.141 -1.706  C43 1.391, C45 1.395, H49 1.100
45 C -1.695 -2.723 -0.439  N41 1.356, C44 1.395, H50 1.081
46 H -0.400 -2.444 1.217  N41 1.028
47 H 0.631 -0.474 -0.027  C42 1.074
48 H -0.624 -0.509 -2.499  C43 1.059
49 H -2.494 -2.320 -2.499  C44 1.100
50 H -2.293 -3.540 -0.061  C45 1.081
51 C -3.540 -0.659 2.253  C52 1.524, H60 1.119, H61 1.066, H62 1.085
52 C -2.729 -1.152 3.446  C51 1.524, O53 1.453, H63 1.079, H64 1.080
53 O -1.896 -0.083 3.971  C52 1.453, C54 1.359
54 C -0.651 0.060 3.444  O53 1.359, O55 1.180, C56 1.541
55 O -0.049 -0.685 2.755  C54 1.180
56 C -0.016 1.391 3.889  C54 1.541, F57 1.294, F58 1.402, F59 1.334
57 F -0.543 1.967 4.922  C56 1.294
58 F 1.291 1.084 4.292  C56 1.402
59 F 0.134 2.134 2.792  C56 1.334
60 H -3.848 -1.619 1.768  C51 1.119
61 H -2.999 -0.089 1.533  C51 1.066
62 H -4.354 -0.042 2.617  C51 1.085
63 H -2.006 -1.907 3.181  C52 1.079
64 H -3.288 -1.362 4.345  C52 1.080
65 C -1.928 2.450 -1.273  C66 1.479, H74 1.094, H75 1.130, H76 1.078
66 C -0.922 2.796 -0.246  C65 1.479, O67 1.451, H77 1.088, H78 1.114
67 O -1.327 3.994 0.464  C66 1.451, C68 1.270
68 C -2.202 3.947 1.384  O67 1.270, O69 1.203, C70 1.549
69 O -2.709 2.943 1.813  C68 1.203
70 C -2.477 5.394 1.864  C68 1.549, F71 1.353, F72 1.376, F73 1.332
71 F -1.373 6.173 1.816  C70 1.353
72 F -3.397 6.021 1.054  C70 1.376
73 F -2.937 5.408 3.113  C70 1.332
74 H -2.057 3.199 -2.061  C65 1.094
75 H -2.980 2.328 -0.877  C65 1.130
76 H -1.680 1.517 -1.753  C65 1.078
77 H 0.041 3.020 -0.700  C66 1.088
78 H -0.840 1.957 0.483  C66 1.114
79 C 3.586 -0.018 1.915  C80 1.466, H88 1.079, H89 1.071, H90 1.087
80 C 3.199 -0.989 2.944  C79 1.466, O81 1.482, H91 1.092, H92 1.071
81 O 4.334 -1.911 3.186  C80 1.482, C82 1.329
82 C 5.194 -1.434 4.080  O81 1.329, O83 1.172, C84 1.558
83 O 5.151 -0.449 4.714  C82 1.172
84 C 6.388 -2.428 4.200  C82 1.558, F85 1.337, F86 1.331, F87 1.362
85 F 7.442 -1.912 4.841  C84 1.337
86 F 6.052 -3.525 4.873  C84 1.331
87 F 6.704 -2.745 2.913  C84 1.362
88 H 4.185 -0.507 1.163  C79 1.079
89 H 4.141 0.816 2.292  C79 1.071
90 H 2.642 0.315 1.491  C79 1.087
91 H 2.464 -1.707 2.577  C80 1.092
92 H 2.988 -0.620 3.927  C80 1.071
93 C 4.326 4.363 1.465  C94 1.451, H102 1.101, H103 1.071, H104 1.098
94 C 3.345 3.457 0.899  C93 1.451, O95 1.480, H105 1.106, H106 1.065
95 O 4.054 2.531 -0.013  C94 1.480, C96 1.293
96 C 3.401 2.081 -1.034  O95 1.293, O97 1.182, C98 1.555
97 O 2.388 2.515 -1.460  C96 1.182
98 C 4.148 0.996 -1.862  C96 1.555, F99 1.299, F100 1.351, F101 1.349
99 F 3.234 0.148 -2.226  C98 1.299
100 F 4.792 1.557 -2.909  C98 1.351
101 F 5.124 0.369 -1.174  C98 1.349
102 H 5.225 3.783 1.724  C93 1.101
103 H 4.011 4.860 2.361  C93 1.071
104 H 4.503 5.083 0.655  C93 1.098
105 H 2.589 3.980 0.286  C94 1.106
106 H 2.877 2.818 1.611  C94 1.065